1.
ORCA calculation (the ωB97M-V functional and the def2-TZVPD basis) on a molecular structure, C12H9F9I2NdO5STi at a distorted geometry.

- Kohn-Sham gap (spin up / spin down) (hartree) = 0.240 / 0.252
- charge = +4
- F_max (eV Å⁻¹) = 8.01
- E (eV) = -112669.1744
- 2S+1 = 5
- ΔE to the lowest compared entry with this formula, charge and spin (kcal per mole) = 0.00
- LUMO (spin up / spin down) (eV) = -16.039 / -15.759

Element x y z (Å)
I 2.5592 -1.9167 -1.0480
I 3.5005 0.6453 -1.1392
Nd 0.3157 2.0091 0.5162
Ti 0.0229 -1.2392 0.2062
S -0.6802 0.2409 -1.3133
C -0.9946 -2.7444 -0.7732
C -1.6292 -1.5831 1.5639
C -0.4489 0.1016 -3.4028
C 0.6443 1.0918 -3.7225
C -1.7967 0.5205 -3.9507
C -0.0825 -1.3325 -3.7345
C -1.7271 1.7192 1.8484
C -1.8987 2.8594 -0.4573
O -2.6725 -1.9478 1.9066
O -1.6505 -3.5255 -1.3334
O -2.7843 1.7606 2.2917
O -2.9420 3.0487 -0.9180
H 0.8534 1.0744 -4.8020
H 1.5672 0.8718 -3.1727
H 0.3361 2.1032 -3.4456
H -1.8027 0.3949 -5.0355
H -2.0061 1.5641 -3.7214
H -2.6069 -0.0760 -3.5367
H 0.0335 -1.4164 -4.8352
H -0.8592 -2.0392 -3.4073
H 0.8694 -1.6214 -3.2493
F 2.0560 -2.0931 2.4901
C 2.2326 -0.9176 3.1674
F 2.5124 -1.2161 4.4566
F 3.3054 -0.3094 2.6080
C 0.9811 -0.0443 3.0195
O 0.5800 0.0248 1.6612
C -0.0786 -0.6143 3.9711
F 0.2185 -0.3358 5.2608
F -1.2999 -0.0655 3.7129
F -0.2018 -1.9658 3.8539
C 1.3149 1.3727 3.5361
F 2.1250 1.4075 4.5980
F 1.9653 2.1176 2.5282
F 0.1690 2.0763 3.8017

***

2.
ORCA calculation (the ωB97M-V functional and the def2-TZVPD basis) on a molecular structure, C17H23F9NOPSn at a distorted geometry.

- Kohn-Sham gap (spin up / spin down) (hartree) = 0.234 / 0.234
- charge = +2
- F_max (eV Å⁻¹) = 2.77
- E (eV) = -61099.3902
- ΔE to the lowest compared entry with this formula, charge and spin (kcal per mole) = 0.00
- LUMO (spin up / spin down) (eV) = -9.365 / -9.364

Element x y z (Å)
C 1.0441 2.5557 -4.0288
C 1.4940 2.9773 -2.7815
C 1.2360 2.2270 -1.6208
C 0.5154 1.0454 -1.7322
C 0.0005 0.6401 -2.9627
C 0.3099 1.3718 -4.1154
C 1.7848 2.6900 -0.2877
C 0.7751 2.9861 0.8350
N -0.4676 2.1683 0.8179
Sn 0.3919 -0.3311 0.0321
C -0.8412 -0.6162 -3.1000
P -2.1258 -0.8105 -1.8239
H 2.0669 3.9038 -2.6823
H -0.0323 0.9989 -5.0781
H 1.2594 3.1355 -4.9283
H -0.2283 -1.5301 -3.0817
H -1.4180 -0.5862 -4.0441
H 2.5047 1.9468 0.1005
H 2.3424 3.6228 -0.4467
H 1.2659 2.8201 1.8034
C -2.6474 -2.5101 -1.6953
C -3.4433 0.3214 -2.2429
H 0.4732 4.0526 0.7822
C -1.5022 2.7828 -0.0284
C -0.9939 2.0310 2.1919
H 0.8664 -1.6761 -0.9765
H -1.7377 3.8017 0.3441
H -1.1523 2.8557 -1.0652
H -2.4160 2.1738 -0.0042
H -1.2531 3.0234 2.6108
H -1.8996 1.3995 2.1864
H -0.2329 1.5625 2.8288
H -3.9970 -0.0682 -3.1099
H -4.1322 0.4335 -1.3939
H -3.0373 1.3123 -2.4989
H -3.1856 -2.8090 -2.6039
H -1.7780 -3.1699 -1.5588
H -3.3097 -2.6284 -0.8271
H -1.6213 -0.4519 -0.4950
F 1.7828 -3.6303 0.6362
C 2.4010 -3.0965 1.7334
F 2.7977 -4.1287 2.5282
F 3.5028 -2.4572 1.2844
C 1.4345 -2.1066 2.4787
O 1.3395 -0.8924 1.7968
C 0.0274 -2.7974 2.6397
F 0.1157 -4.0491 3.1489
F -0.7992 -2.0650 3.4279
F -0.5950 -2.8873 1.4164
C 2.0298 -1.6930 3.8619
F 2.0684 -2.7231 4.7539
F 3.2889 -1.2136 3.7112
F 1.2874 -0.6931 4.4081

***

3.
ORCA calculation (the ωB97M-V functional and the def2-TZVPD basis) on a molecular structure, C4H6CrO2 at a distorted geometry.

- Kohn-Sham gap (spin up / spin down) (hartree) = 0.300 / 0.278
- charge = +1
- F_max (eV Å⁻¹) = 2.14
- E (eV) = -36748.3495
- 2S+1 = 6
- ΔE to the lowest compared entry with this formula, charge and spin (kcal per mole) = 38.69
- LUMO (spin up / spin down) (eV) = -6.052 / -6.644

Element x y z (Å)
O -3.2851 0.9225 0.0193
C -2.0439 0.4673 -0.4654
C -1.4748 -0.4937 0.5763
C -0.2079 -1.0950 0.1694
C 0.8907 -1.4151 -0.3125
H -3.6851 1.5114 -0.6258
H -1.3415 1.3041 -0.6141
H -2.1577 -0.0591 -1.4268
H -2.1901 -1.3098 0.7623
H -1.3457 0.0270 1.5383
H 1.6290 -2.2101 -0.3976
O 2.6676 0.3184 -0.8446
Cr 1.9771 0.4004 0.8500

***

4.
ORCA calculation (the ωB97M-V functional and the def2-TZVPD basis) on a gas-phase ion, C4H7N4 (charge +1) at a distorted geometry.

- Kohn-Sham gap (hartree) = 0.325
- charge = +1
- SMILES string = [H]/N=c1/cc1NC(N)=[NH2+]
- F_max (eV Å⁻¹) = 3.30
- E (eV) = -10212.2988
- ΔE to the lowest compared entry with this formula, charge and spin (kcal per mole) = 67.42
- LUMO (eV) = -3.876

Element x y z (Å)
C 2.2734 1.3761 -0.1187
C 1.0595 0.8296 0.1104
C 2.3810 -0.0249 0.0453
C -1.1997 -0.0621 -0.0193
N 2.8280 -1.1533 -0.1707
N -0.9346 -1.4042 -0.0782
N -0.3364 1.0068 0.2015
N -2.4894 0.2744 -0.1729
H 2.7847 2.3106 -0.1560
H 2.2814 -1.9351 0.0151
H -0.0492 -1.8742 0.1321
H -1.8087 -1.9118 -0.1591
H -0.7294 1.7475 0.7820
H -3.2341 -0.4176 -0.0006
H -2.8264 1.2380 -0.4109

***

5.
ORCA calculation (the ωB97M-V functional and the def2-TZVPD basis) on a single C3H3N3O2 molecule at a distorted geometry.

- Kohn-Sham gap (hartree) = 0.313
- SMILES string = [H]/N=C1N=N/C(=C/O)O\1
- F_max (eV Å⁻¹) = 7.73
- E (eV) = -11720.4852
- ΔE to the lowest compared entry with this formula, charge and spin (kcal per mole) = 126.19
- LUMO (eV) = -0.684

Element x y z (Å)
C 1.9428 0.3967 0.1064
C 0.6133 0.2988 -0.0506
C -1.3870 -0.3387 -0.0066
H 3.4940 -0.6826 -0.1426
H 2.2881 1.5236 0.4666
H -3.3586 -0.8482 0.3722
N -2.2962 -1.2101 0.0950
N -1.5340 1.2482 -0.0144
N -0.2590 1.4860 -0.0593
O 2.6108 -0.8221 0.0263
O -0.2126 -0.7782 -0.1689

***

6.
ORCA calculation (the ωB97M-V functional and the def2-TZVPD basis) on 2 unconnected molecules or ions with the total composition C6H16N at a distorted geometry.

- Kohn-Sham gap (hartree) = 0.378
- charge = +1
- F_max (eV Å⁻¹) = 1.96
- E (eV) = -7964.3626
- ΔE to the lowest compared entry with this formula, charge and spin (kcal per mole) = 24.67
- LUMO (eV) = -3.210

Element x y z (Å)
C -1.8510 -1.7322 1.9788
C -1.7614 -0.3083 1.3960
N -0.3688 0.1538 1.1836
H -2.9163 -2.0159 2.0198
H -1.2983 -2.4058 1.3085
H -1.4249 -1.6991 2.9940
H -2.1988 -0.2943 0.3869
H -2.2993 0.4327 2.0064
H 0.0600 0.2452 2.0936
H -0.2967 1.0472 0.7509
H 0.2048 -0.5105 0.5954
C -0.0860 0.7343 -2.1092
C 1.0696 0.3687 -1.1789
C 1.5189 -0.9005 -0.9398
C 1.8364 1.6030 -0.7562
H -0.8008 -0.0900 -2.2969
H 0.3357 1.0427 -3.0859
H -0.6880 1.5747 -1.7074
H 2.5598 -1.0524 -0.6411
H 0.8940 -1.7613 -1.1754
H 2.2546 2.1578 -1.6314
H 2.6278 1.3222 -0.0421
H 1.2089 2.3406 -0.2050

***

> The highest E belongs to which entry?

C6H16N

***

> Which of these has the highest ΔE to the lowest compared entry with this formula, charge and spin?

C3H3N3O2